Entry 1:
This record from the Open Molecules 2025 dataset describes a molecular structure, C24H28CoFN5O4. The level of theory is the ωB97M-V functional and the def2-TZVPD basis.

Last column: Mulliken charge in e.
Cartesian coordinates (Å):
Co -0.48883 -0.27009 0.01613  -0.1045
F -1.29980 -0.68674 1.70236  -0.9293
O 0.36049 1.47601 0.92994  -0.6862
O 3.44913 0.14540 -0.73388  -0.0659
O -0.42647 -0.30085 -5.24325  -0.3258
O 2.97605 -0.17191 -3.93532  0.0025
N 0.90454 1.00715 3.08240  -0.4435
N 1.05032 -1.16039 -0.72718  -0.3792
N 0.44875 -1.14477 -2.95787  -0.1676
N -1.02632 2.18618 2.56794  -0.1253
N 2.35289 -2.27010 -2.30962  0.1389
C -2.06531 1.19340 -4.21405  -0.4645
C 3.48423 -4.03057 -5.35926  -0.7492
C -1.58901 2.00806 3.88427  -1.0770
C -0.98443 -0.03043 -6.51157  -1.1049
C 1.28192 -1.48809 -1.96644  0.5669
C 2.01394 -1.40120 0.28182  0.0887
C -1.04917 0.25961 -4.14638  0.6958
C 3.00431 -3.78461 -4.08155  -0.4979
C 4.10947 -0.86751 1.37095  -0.7299
C 3.23290 -0.69136 0.30712  1.2424
C 4.62768 0.92245 -0.72651  -1.1796
C 1.69847 -2.24455 1.33771  -0.1981
C -1.07696 0.31177 -1.70129  0.1457
C 3.12838 -1.40784 -4.46618  1.0209
C 3.77963 -1.73523 2.40877  -0.6750
C 2.81880 -2.49018 -3.62260  0.0804
C 2.57905 -2.42233 2.39903  -1.0737
C -2.10226 1.26596 -1.80636  -0.2270
C 3.74877 -2.96379 -6.19967  -0.7426
C 2.97973 0.93950 -4.81167  -1.0200
C -0.57417 -0.17388 -2.89869  0.4820
C -2.59203 1.69541 -3.02359  -1.1349
C 0.06666 1.52302 2.13884  0.6795
C 3.56446 -1.65825 -5.76252  -0.8977
H 3.78370 -0.83562 -6.42696  0.4145
H 4.10445 -3.13851 -7.20557  0.4078
H 0.52133 0.74711 3.97449  0.2728
H 4.65713 1.58409 0.14352  0.4357
H 2.21426 0.82274 -5.58302  0.3222
H 1.58168 0.36186 2.70482  0.2118
H 2.74959 -4.60502 -3.42295  0.4548
H -3.38882 2.42717 -3.06599  0.3821
H -2.52704 1.67957 -0.89754  0.3047
H -2.44278 1.53664 -5.16608  0.4079
H 3.96040 1.07893 -5.27450  0.3528
H 5.52061 0.29030 -0.73702  0.4374
H 3.62540 -5.04737 -5.69669  0.3872
H -2.53305 2.54567 3.93655  0.3674
H 4.47270 -1.85976 3.22997  0.3993
H -0.42461 -0.63059 -7.22515  0.2559
H 0.73196 -2.73142 1.32928  0.4024
H 2.80249 -2.75706 -1.55119  0.3531
H 0.65664 -1.50069 -3.87757  0.2605
H 5.04311 -0.32604 1.40333  0.4392
H 4.59631 1.51766 -1.63487  0.1881
H 2.74099 1.80084 -4.19363  0.2699
H -1.64226 2.44836 1.81785  0.3018
H -1.79258 0.95182 4.08473  0.3142
H -0.93091 2.41651 4.65394  0.3160
H 2.31635 -3.08581 3.21090  0.3876
H -2.04028 -0.31136 -6.54295  0.4248
H -0.88500 1.02795 -6.76938  0.3836

<S²>: 1.10
Gap between HOMO and LUMO (spin up / spin down), eV: 8.01 / 7.78
Multiplicity: 2
E_HOMO (spin up / spin down), eV: -7.393 / -7.159
LUMO energy (spin up / spin down), eV: 0.62 / 0.62
M, g/mol: 528.45
Calculated total energy, a.u.: -2988.744116
Max |F|, hartree/bohr: 0.0094

Entry 2:
This record from the Open Molecules 2025 dataset describes a molecular structure, FeH14O11P. The level of theory is the ωB97M-V functional and the def2-TZVPD basis.

Last column: Mulliken charge in e.
Cartesian coordinates (Å):
Fe 25.73046 -1.49260 14.19313  1.3275
P 26.21263 -3.22232 12.29656  0.8433
O 24.31807 -1.48511 15.79542  -0.5354
O 26.77766 0.38203 14.80584  -0.5818
O 25.03479 -3.16471 13.42454  -0.8694
O 28.01006 0.34947 11.99866  -0.7459
O 23.72284 -4.35613 15.37243  -0.7185
O 29.40567 -2.53951 13.98790  -0.8502
O 24.62782 -0.19040 12.86617  -0.5028
O 27.11438 -2.00898 12.85003  -0.5655
O 25.74196 -2.85769 10.90804  -0.8684
O 27.14440 -2.62896 15.56157  -0.4882
O 26.83431 -4.59720 12.33241  -0.8756
H 24.19250 -3.94513 14.57409  0.5100
H 27.64178 -0.58083 12.18517  0.4349
H 24.28091 -1.22805 16.72172  0.2329
H 27.52889 0.87772 14.45424  0.2826
H 23.45985 -1.88127 15.58499  0.2682
H 23.67070 -0.12672 12.95676  0.2591
H 24.92424 0.65710 12.51094  0.2757
H 28.55698 -2.25362 13.51040  0.4262
H 26.12205 1.03644 15.07351  0.2923
H 28.09544 -2.65169 15.30424  0.3453
H 26.94314 -3.46474 15.99072  0.2364
H 28.92458 0.29570 12.29345  0.2775
H 24.34163 -5.02449 15.67655  0.2586
H 29.53683 -3.42884 13.63739  0.3314

<S²>: 6.01
Gap between HOMO and LUMO (spin up / spin down), eV: 4.93 / 4.92
Multiplicity: 5
E_HOMO (spin up / spin down), eV: -3.165 / -3.161
Total charge: -1
LUMO energy (spin up / spin down), eV: 1.76 / 1.76
M, g/mol: 276.92
Calculated total energy, a.u.: -2441.324609
Max |F|, hartree/bohr: 0.0639

What did the second record say?
This record from the Open Molecules 2025 dataset describes a molecular structure, FeH14O11P. The level of theory is the ωB97M-V functional and the def2-TZVPD basis.

Last column: Mulliken charge in e.
Cartesian coordinates (Å):
Fe 25.73046 -1.49260 14.19313  1.3275
P 26.21263 -3.22232 12.29656  0.8433
O 24.31807 -1.48511 15.79542  -0.5354
O 26.77766 0.38203 14.80584  -0.5818
O 25.03479 -3.16471 13.42454  -0.8694
O 28.01006 0.34947 11.99866  -0.7459
O 23.72284 -4.35613 15.37243  -0.7185
O 29.40567 -2.53951 13.98790  -0.8502
O 24.62782 -0.19040 12.86617  -0.5028
O 27.11438 -2.00898 12.85003  -0.5655
O 25.74196 -2.85769 10.90804  -0.8684
O 27.14440 -2.62896 15.56157  -0.4882
O 26.83431 -4.59720 12.33241  -0.8756
H 24.19250 -3.94513 14.57409  0.5100
H 27.64178 -0.58083 12.18517  0.4349
H 24.28091 -1.22805 16.72172  0.2329
H 27.52889 0.87772 14.45424  0.2826
H 23.45985 -1.88127 15.58499  0.2682
H 23.67070 -0.12672 12.95676  0.2591
H 24.92424 0.65710 12.51094  0.2757
H 28.55698 -2.25362 13.51040  0.4262
H 26.12205 1.03644 15.07351  0.2923
H 28.09544 -2.65169 15.30424  0.3453
H 26.94314 -3.46474 15.99072  0.2364
H 28.92458 0.29570 12.29345  0.2775
H 24.34163 -5.02449 15.67655  0.2586
H 29.53683 -3.42884 13.63739  0.3314

<S²>: 6.01
Gap between HOMO and LUMO (spin up / spin down), eV: 4.93 / 4.92
Multiplicity: 5
E_HOMO (spin up / spin down), eV: -3.165 / -3.161
Total charge: -1
LUMO energy (spin up / spin down), eV: 1.76 / 1.76
M, g/mol: 276.92
Calculated total energy, a.u.: -2441.324609
Max |F|, hartree/bohr: 0.0639

What is the formula in the second record?
FeH14O11P

Which of these has the lowest M?
FeH14O11P